[1]
This record from the Open Molecules 2025 dataset describes a 12-piece molecular cluster, C27H83N19O12 overall. The level of theory is wB97M-V/def2-TZVPD.

XYZ file:
```
141
Properties=species:S:1:pos:R:3:forces:R:3
C -2.81240 3.47896 -1.23616 -3.06 0.50 0.62
O -2.72293 2.49200 -1.90050 1.03 -3.79 -1.92
N -3.94980 3.71960 -0.58629 -0.63 1.58 1.18
N -1.92634 4.42009 -1.17075 1.59 1.57 0.26
H -3.97484 4.68702 -0.29722 -1.11 -0.44 0.51
H -4.76141 3.12154 -0.64730 -0.08 0.27 0.15
H -2.23753 5.32803 -0.85625 1.04 -0.13 -0.14
H -1.04089 4.09306 -1.53010 1.17 1.03 -0.07
C -1.96190 -4.29009 -4.37399 -1.28 -0.15 0.84
O -0.98838 -4.80351 -4.84302 2.46 -0.25 -1.86
N -2.60378 -3.17842 -4.70142 0.89 1.72 -1.83
N -2.60798 -4.87196 -3.38496 -0.57 -1.99 2.42
H -3.40178 -2.90303 -4.14694 0.07 0.49 -0.62
H -2.14217 -2.70277 -5.46351 -0.75 0.71 0.30
H -3.40880 -4.38851 -3.00409 -0.31 -0.78 0.16
H -2.40104 -5.85935 -3.33657 -0.44 0.19 0.64
C 3.63216 -0.38505 3.72854 0.86 -0.92 -2.62
O 3.78529 -0.24787 2.50039 -1.09 -0.47 0.30
N 3.67866 -1.50099 4.42039 0.04 -3.94 0.33
N 3.50260 0.61601 4.49434 -0.55 4.55 2.87
H 3.54076 -1.51771 5.42079 -0.09 0.01 -0.43
H 3.56818 -2.38019 3.93572 0.22 0.08 0.07
H 3.46847 1.53179 4.06974 0.05 0.40 0.24
H 3.59432 0.50894 5.49445 -0.21 0.34 -0.33
C 1.60417 -4.79320 -1.27756 -3.68 0.34 2.24
O 1.44101 -4.80792 -0.07629 0.04 0.07 1.25
N 2.73041 -5.04353 -1.84657 3.33 -0.71 -2.56
N 0.55615 -4.54804 -2.10077 -1.28 0.56 -0.64
H 2.57295 -5.20331 -2.83134 1.15 -0.36 -0.01
H 3.36485 -5.61389 -1.30594 0.10 0.14 -0.39
H 0.53255 -4.64889 -3.10545 0.06 -0.09 0.07
H -0.34211 -4.49038 -1.64262 0.27 0.03 -0.13
C 5.51048 -1.98975 0.27802 0.62 -0.07 0.76
O 6.23772 -2.59702 -0.43331 2.89 -1.91 -2.81
N 5.89659 -1.12251 1.18253 1.40 2.35 1.78
N 4.22886 -2.22947 0.30609 -3.40 -0.61 -0.28
H 6.84882 -0.79087 1.24058 -0.35 -0.26 -0.21
H 5.16256 -0.75576 1.77142 0.48 0.41 0.24
H 3.65176 -1.68726 0.93305 -0.38 -0.59 -0.13
H 3.97305 -3.08894 -0.15864 -0.61 0.36 0.22
C 0.60353 2.74372 -3.05275 -0.86 2.61 1.05
O 0.65323 3.42253 -1.96588 0.90 -1.53 -1.57
N 1.55202 2.59824 -3.96918 2.35 0.06 0.23
N -0.55841 2.35762 -3.51359 -1.43 -1.15 -0.58
H 2.47195 2.92310 -3.70785 0.56 -0.20 -0.36
H 1.44923 1.97425 -4.75669 0.07 0.20 0.36
H -1.36202 2.49864 -2.91826 -0.74 -0.52 -0.13
H -0.57514 1.91034 -4.41899 -0.57 0.12 0.39
C -5.70934 -3.89589 -1.91015 1.02 0.55 1.15
O -5.04040 -3.36235 -2.75596 1.72 0.47 -1.72
N -5.31182 -4.39967 -0.75728 2.52 -1.30 2.39
N -6.99303 -3.92569 -1.91492 -4.94 0.19 -1.59
H -6.01273 -4.77199 -0.13262 0.79 -0.04 0.04
H -4.33147 -4.46716 -0.52392 -0.28 -0.02 0.07
H -7.49052 -4.32093 -1.12981 -0.37 0.30 -0.77
H -7.43478 -3.56872 -2.75010 -0.42 -0.16 0.43
C -0.98085 -0.84320 3.50056 0.35 0.46 0.32
C -0.18454 -2.16041 3.43961 -2.30 -0.70 -0.25
C -1.14315 -3.25048 3.97314 2.26 -1.76 0.42
O -0.51333 -4.56417 3.75927 0.08 1.26 -0.68
C -0.42364 -5.46851 4.83486 -1.14 1.18 -0.57
N 0.11625 -2.45352 2.05519 0.57 0.59 0.36
H -1.83950 -0.88905 2.83070 -0.16 -0.31 -0.02
H -0.41155 0.00356 3.11717 0.32 0.02 0.09
H -1.35927 -0.56570 4.48437 0.06 -0.07 0.22
H 0.78252 -2.16922 3.94241 -0.28 0.10 0.61
H -2.10300 -3.32912 3.46263 -0.09 0.62 0.02
H -1.23352 -3.06300 5.04308 -0.53 -0.17 0.22
H -0.12150 -4.88955 5.70757 0.45 -0.56 0.45
H 0.23165 -6.27706 4.51093 0.12 0.16 0.38
H -1.43658 -5.83792 4.99479 -0.05 -0.54 0.50
H -0.72857 -2.20907 1.55857 0.05 -0.40 -0.01
H 0.68602 -1.63633 1.88889 0.63 0.00 -1.27
C 0.57708 2.63545 2.11882 1.70 -0.34 0.46
C 1.45128 3.87853 2.01152 0.23 0.79 0.70
C 3.00613 3.71880 2.37055 -1.98 -0.03 -1.75
O 3.23529 3.25896 3.65376 -0.07 0.48 1.91
C 3.11530 4.19320 4.75137 0.72 -0.55 -0.03
N 1.21674 4.52874 0.72822 0.82 0.37 0.53
H 0.75290 2.22618 3.11365 -0.36 -0.43 0.07
H 0.98721 1.94812 1.37891 -0.41 -0.46 -0.03
H -0.48381 2.81260 1.94210 0.12 0.18 0.01
H 1.09302 4.57947 2.76548 -0.06 0.28 0.18
H 3.51885 4.66266 2.18521 -0.09 0.23 -0.06
H 3.42219 2.96646 1.70050 0.11 -0.09 0.09
H 3.78898 5.04705 4.67935 -0.09 0.24 -0.72
H 3.52686 3.68731 5.62475 -0.33 -0.37 0.02
H 2.10886 4.53843 4.98798 -0.13 -0.17 -0.37
H 1.32140 3.85683 -0.01856 -0.17 -0.05 -0.38
H 0.24308 4.79390 0.77017 -0.10 0.11 -0.52
C -2.41302 -1.73159 -1.49335 0.50 -0.85 -0.22
C -1.49377 -1.06659 -0.48140 -0.42 -0.66 -0.35
C -0.14189 -0.71065 -1.06258 0.09 -0.96 -1.27
O 0.76410 -0.30007 -0.10105 0.65 0.25 1.86
C 2.03863 0.14000 -0.57401 -1.03 0.25 -0.61
N -2.19919 0.09599 -0.01392 0.26 0.51 0.48
H -1.94217 -2.65876 -1.82010 0.05 -0.03 -0.37
H -2.63079 -1.11543 -2.36572 0.09 0.14 -0.04
H -3.36284 -2.04690 -1.06148 -0.03 0.35 0.24
H -1.33896 -1.81808 0.29281 -0.20 0.39 -0.19
H -0.25691 0.04623 -1.83847 -0.18 0.46 -0.19
H 0.20441 -1.60133 -1.58686 0.45 -0.33 -0.10
H 2.55798 -0.67269 -1.08186 0.02 0.12 -0.29
H 2.70426 0.53103 0.19549 -0.45 -0.38 0.62
H 1.80523 1.00119 -1.20008 0.37 -0.01 -0.62
H -1.49175 0.64215 0.45655 0.08 0.41 0.68
H -2.27996 0.61126 -0.87883 -0.70 0.67 -0.19
C 5.53924 1.35823 -2.64367 0.73 0.45 0.97
C 4.58767 2.31485 -1.90838 -1.19 -0.48 0.57
C 5.03399 2.86236 -0.50130 1.14 -0.90 -1.50
O 6.28374 3.53672 -0.76405 -0.13 0.03 0.53
C 6.68288 4.50991 0.19451 -0.87 0.17 -0.27
N 4.18226 3.41676 -2.74835 0.33 0.30 -0.59
H 6.55304 1.74410 -2.53677 0.20 -0.21 0.05
H 5.39327 1.22901 -3.71610 -0.62 0.26 0.13
H 5.46711 0.38349 -2.16119 0.28 -0.08 -0.05
H 3.68159 1.72804 -1.75749 -0.13 0.02 0.34
H 5.16327 2.02053 0.17892 0.35 -0.13 0.27
H 4.27933 3.50787 -0.05196 -0.03 0.38 -0.41
H 5.99564 5.35468 0.14796 -0.29 0.19 0.10
H 7.65568 4.93844 -0.04657 0.12 -0.56 -0.12
H 6.65333 4.13682 1.21825 0.23 -0.24 0.07
H 4.99724 4.01315 -2.76330 -0.02 0.58 -0.39
H 3.43467 3.92764 -2.30090 -0.08 0.32 0.31
C -6.52942 -0.36013 -2.51997 -0.96 -0.66 0.65
C -6.54015 0.97153 -1.74023 1.55 -0.45 -0.81
C -5.93280 0.70865 -0.34492 -1.61 0.02 -0.32
O -6.01392 1.89220 0.45146 1.68 -0.84 -0.21
C -5.11163 1.78738 1.55152 0.10 1.69 0.60
N -5.76262 1.88129 -2.60584 0.32 0.78 0.45
H -7.04012 -0.29623 -3.48081 -0.17 0.18 0.15
H -6.98244 -1.13925 -1.90690 -0.60 -0.12 -0.03
H -5.57443 -0.83660 -2.74150 0.54 0.86 0.17
H -7.50706 1.46375 -1.63585 -0.34 -0.68 0.10
H -4.96458 0.21185 -0.40684 0.55 0.66 -0.05
H -6.55600 0.00141 0.20238 -0.29 -0.49 -0.25
H -5.20096 0.92924 2.21764 -0.74 -0.17 -0.16
H -5.29718 2.73271 2.06144 -0.12 -0.26 0.68
H -4.04357 1.85197 1.34373 0.01 -0.30 -0.93
H -4.83729 2.05230 -2.23893 0.54 -0.57 -0.24
H -6.14089 2.81718 -2.63924 -0.48 0.04 0.02
```
Positions in Å, forces in eV/Å.

Values from the calculation:
SMILES: COC[C@H](C)N.COC[C@H](C)N.COC[C@H](C)N.COC[C@H](C)N.COC[C@H](C)N.NC(N)=O.NC(N)=O.NC(N)=O.NC(N)=O.NC(N)=O.NC(N)=O.NC(N)=O
Multiplicity: 1
Lowest unoccupied orbital energy in eV: 0.2

---

[2]
This record from the Open Molecules 2025 dataset describes one molecule with the formula C6H8N2. The level of theory is wB97M-V/def2-TZVPD.

XYZ file:
```
16
Properties=species:S:1:pos:R:3:forces:R:3
C 1.79607 -0.06927 -0.32429 -1.19 -0.08 -0.44
C 0.93565 -1.37830 0.10575 3.88 -1.04 2.66
C -0.37736 -0.86289 -0.00453 -5.51 1.59 -1.20
C -2.51975 -0.27542 -0.14881 -0.42 2.44 1.30
C -0.40873 0.48279 0.10680 -2.20 0.53 -1.12
C 0.90355 1.19674 0.03674 -1.78 -1.54 -1.85
H 1.96132 -0.00325 -1.41909 0.23 -0.52 0.67
H 2.68738 -0.06684 0.26452 0.90 0.12 -0.12
H 1.35327 -2.41709 -0.18915 -1.14 1.93 -0.27
H 1.05059 -1.41358 1.27898 0.37 -0.26 -1.83
H -3.66489 -0.14673 0.05657 2.35 -0.92 -0.97
H -2.03763 1.84642 0.17025 -0.60 0.30 -0.01
H 1.10987 1.50074 1.01254 0.82 1.36 1.40
H 0.70958 1.99270 -0.74665 1.29 -0.60 1.02
N -1.73048 -1.29763 -0.15994 0.83 -1.64 0.32
N -1.76844 0.91160 -0.03970 2.18 -1.68 0.44
```
Positions in Å, forces in eV/Å.

Values from the calculation:
SMILES: c1nc2c([nH]1)CCC2
Multiplicity: 1
Lowest unoccupied orbital energy in eV: 0.9

---

Computed values of relative energy (zero: lowest compared OMol25 entry of this formula, charge and spin) (unit: kcal per mole) for the preceding records, in sequence: 112.6 35.4.
Computed values of HOMO level (unit: eV) for the preceding records, in sequence: -8.5196 -8.0800.
Computed values of molecular weight (unit: g/mol) for the preceding records, in sequence: 866.08 108.14.